{
  "formula": "C2H10N2O2",
  "method": "ωB97M-V/def2-TZVPD",
  "species": ["H", "H", "N", "N", "H", "C", "O", "H", "H", "H", "C", "H", "H", "H", "H", "O"],
  "xyz": [[-0.7785, -0.4363, 0.4589], [-2.4455, -3.9047, 0.1953], [0.6647, -0.0408, 1.8679], [1.8203, 1.8486, 1.5654], [1.6060, 1.8635, -4.1698], [-0.4155, -0.9113, 1.3713], [-2.4703, -3.0592, -0.2441], [0.0544, -1.8369, 0.9825], [-3.0765, -2.4091, 0.1320], [-1.0794, -1.2800, 2.1352], [0.7007, 1.2770, 1.4422], [-0.2816, 1.5772, 1.0487], [0.7037, 2.3883, -5.3969], [1.5667, -0.4523, 2.0364], [1.9684, 2.8300, 1.4067], [1.4621, 2.5462, -4.8315]],
  "forces_ev_per_angstrom": [[-0.97, -0.19, 0.44], [-0.52, 0.05, 0.57], [-1.47, 0.00, -0.39], [0.50, 0.36, 0.23], [-0.53, -0.16, -0.36], [2.39, -0.70, -0.85], [0.46, 0.75, -0.90], [-0.17, 0.35, 0.11], [0.05, -0.80, 0.34], [-0.76, 0.55, 0.12], [0.78, -1.26, 0.58], [0.35, 0.57, 0.11], [-0.04, -0.53, 0.37], [0.06, 0.11, 0.08], [-0.70, 0.21, -0.43], [0.58, 0.69, 0.00]],
  "orbital_gap_ev": 9.34,
  "de_lowest_ev": 1.233,
  "smiles": "[H]/N=C/NC.O.O",
  "homo_ev": -8.7,
  "energy_ha": -342.14856
}

{
  "formula": "C2H10N2O2",
  "method": "ωB97M-V/def2-TZVPD",
  "species": ["H", "N", "H", "O", "O", "H", "H", "N", "H", "H", "H", "C", "H", "H", "C", "H"],
  "xyz": [[-2.0047, -0.1392, 0.3092], [0.3448, -2.1804, -0.0156], [0.4794, -3.1663, 0.0596], [0.8351, 3.2431, 1.6620], [-1.9818, 2.0221, -2.0128], [-1.2483, 1.3961, -2.0084], [-1.7213, -2.1403, -0.3300], [-1.0374, -0.3895, 0.4578], [-0.0283, 2.8834, 1.4483], [1.3978, 2.5297, 1.5320], [2.1825, -1.5340, -0.7350], [-0.8624, -1.5745, -0.0075], [-1.5695, 2.8916, -1.9804], [1.4570, -0.4308, 0.3856], [1.6187, -1.4847, 0.1946], [2.1384, -1.9264, 1.0406]],
  "forces_ev_per_angstrom": [[-0.19, 0.22, 0.07], [1.20, 0.23, -0.07], [-0.79, -0.39, -0.35], [-1.55, 1.94, 0.29], [0.06, -0.02, -0.04], [-0.06, 0.06, 0.11], [0.00, -0.69, -0.30], [0.41, -0.14, -0.68], [-0.24, 0.01, 0.01], [1.76, -2.01, -0.32], [0.39, -0.22, 0.13], [-0.27, 0.78, 1.26], [-0.01, -0.07, 0.00], [-0.24, 0.04, 0.22], [-0.72, 0.23, -0.25], [0.25, 0.03, -0.08]],
  "orbital_gap_ev": 9.78,
  "de_lowest_ev": 0.771,
  "smiles": "[H]/N=C/NC.O.O",
  "homo_ev": -9.1,
  "energy_ha": -342.16555
}

{
  "formula": "C2H10N2O2",
  "method": "ωB97M-V/def2-TZVPD",
  "species": ["O", "O", "H", "H", "N", "N", "H", "H", "C", "H", "H", "H", "H", "H", "H", "C"],
  "xyz": [[2.6355, -1.2858, -2.6648], [2.3500, 0.2583, -0.1630], [2.4905, 1.1521, -0.4876], [-2.7927, -1.8272, 0.2128], [-0.3910, 0.3187, 0.5220], [-2.3856, -0.9119, 0.4647], [-2.9123, -0.4945, 1.1981], [-1.1842, 1.2663, 2.2896], [-0.9699, -0.7963, 0.3533], [-0.4927, -1.7445, -0.0758], [2.4155, -0.7158, -1.8995], [-0.4264, 2.2252, 1.0382], [3.4659, -0.9270, -3.0288], [-2.1111, 1.8008, 0.9670], [1.4065, 0.2559, 0.0305], [-1.0981, 1.4256, 1.2433]],
  "forces_ev_per_angstrom": [[0.33, 0.44, -0.11], [0.73, 0.07, -0.50], [0.20, 0.08, 0.02], [0.64, 0.84, 0.33], [-0.17, -0.51, 1.09], [0.80, -2.14, -0.76], [0.09, 0.63, 0.46], [0.39, -0.47, 1.05], [-2.31, -0.24, -0.81], [-0.34, 1.72, 0.52], [0.35, -0.27, -0.16], [0.27, 1.04, 0.41], [-0.62, -0.23, 0.36], [0.47, -0.87, -0.65], [-0.91, -0.02, 0.47], [0.09, -0.07, -1.71]],
  "orbital_gap_ev": 10.49,
  "de_lowest_ev": 0.754,
  "smiles": "C/N=C\\N.O.O",
  "homo_ev": -9.8,
  "energy_ha": -342.16617
}

{
  "formula": "C2H10N2O2",
  "method": "ωB97M-V/def2-TZVPD",
  "species": ["H", "O", "H", "H", "H", "H", "O", "C", "H", "H", "N", "H", "H", "H", "C", "N"],
  "xyz": [[1.6605, 0.8606, -1.3716], [0.8694, 0.7841, 1.3738], [-0.7547, 0.8777, -1.1267], [-1.4801, 0.1536, 1.0140], [-0.0044, -1.3013, 0.3633], [2.6661, -0.2734, 1.1641], [2.0847, 1.0366, -0.5237], [1.6170, -0.2078, 0.8847], [-2.5997, -0.8617, 0.3716], [1.5521, -2.1324, 0.2780], [0.9996, -1.3543, 0.5995], [-2.4904, 1.1972, -0.9897], [1.2273, 1.4644, 0.6354], [-1.9153, -0.2274, -1.8742], [-1.7309, 0.4067, -1.0054], [-1.7011, -0.4227, 0.2068]],
  "forces_ev_per_angstrom": [[0.04, -0.08, 0.06], [0.13, 0.48, -0.18], [-0.04, -0.01, -0.02], [-0.02, -0.05, -0.06], [0.18, 0.00, 0.07], [-0.06, 0.01, -0.08], [0.07, -0.48, 0.16], [0.12, 0.36, -0.52], [0.04, 0.07, -0.02], [-0.05, 0.08, 0.07], [0.02, 0.18, -0.19], [0.06, -0.06, 0.01], [-0.37, -0.54, 0.62], [0.03, 0.04, 0.04], [-0.06, -0.04, 0.09], [-0.12, 0.04, -0.05]],
  "orbital_gap_ev": 10.31,
  "de_lowest_ev": 1.574,
  "homo_ev": -9.4,
  "energy_ha": -342.13602
}

{
  "formula": "C2H10N2O3",
  "method": "ωB97M-V/def2-TZVPD",
  "species": ["H", "H", "O", "H", "O", "O", "H", "H", "H", "C", "N", "H", "C", "N", "H", "H", "H"],
  "xyz": [[2.8398, 0.3718, -0.8761], [-0.0281, 2.2090, -0.6980], [0.7323, -1.0454, -0.2756], [-2.0645, 0.3752, -0.8432], [2.3096, 0.6316, -0.1144], [-0.5105, 1.0524, 1.8901], [-0.0190, 1.4107, 1.1586], [-0.7484, 1.5644, -2.1911], [-0.8446, -2.6767, 0.6731], [-0.4626, -0.7958, -0.0848], [-1.2764, -1.8918, 0.2106], [2.4070, -0.0013, 0.6021], [-0.2070, 1.2976, -1.2700], [-1.0817, 0.2987, -0.6274], [0.6856, 0.7493, -1.5649], [0.0936, 0.5204, 2.4001], [-2.2293, -1.6499, 0.4691]],
  "forces_ev_per_angstrom": [[-0.02, -0.35, 0.50], [0.20, -0.20, 0.14], [-1.37, 0.01, 1.17], [0.22, -0.44, 0.52], [1.42, 1.92, 0.46], [-0.68, 0.16, 0.85], [0.50, 0.10, -0.29], [0.30, 0.31, 0.22], [0.01, 0.28, 0.00], [0.20, -2.80, -2.99], [-1.10, 1.46, 0.56], [0.14, -0.29, -0.62], [-1.39, -0.95, -1.21], [0.84, 0.76, 0.05], [0.03, 0.58, 0.24], [0.42, -0.10, 0.19], [0.31, -0.48, 0.23]],
  "orbital_gap_ev": 9.94,
  "de_lowest_ev": 1.573,
  "smiles": "CNC(N)=O.O.O",
  "homo_ev": -9.2,
  "energy_ha": -417.41574
}

{
  "formula": "C2H10N2S",
  "method": "ωB97M-V/def2-TZVPD",
  "species": ["H", "H", "H", "H", "H", "C", "H", "S", "H", "N", "N", "H", "C", "H", "H"],
  "xyz": [[-3.4551, -1.7756, -1.6630], [-1.9643, -3.7028, -1.2964], [2.7466, 0.1152, 0.8262], [3.8474, 1.5777, 0.7976], [0.6031, 1.7109, 1.7602], [2.8248, 1.2472, 0.6791], [-2.0783, -0.9897, -2.2385], [1.6107, 2.4303, 1.4962], [-0.6534, -2.9985, -1.5935], [-1.5859, -2.9836, -1.9372], [-2.1980, -1.1379, -0.2637], [-2.2043, -1.7731, 0.5758], [-2.3303, -1.7739, -1.5431], [2.5407, 1.2435, -0.4163], [-1.6320, -0.2807, -0.1014]],
  "forces_ev_per_angstrom": [[1.16, -1.50, -0.42], [-0.11, -0.04, -0.83], [-0.03, 1.69, 0.92], [-0.05, 0.21, 0.25], [-1.61, -1.75, 0.30], [-1.88, -1.60, -1.94], [0.35, 0.25, -0.51], [2.90, 0.91, -0.55], [1.23, 0.90, 0.03], [-2.29, -0.80, 1.58], [0.90, -0.25, 2.90], [0.02, 1.14, -1.37], [-0.87, 1.76, -0.79], [0.66, 0.54, 1.02], [-0.39, -1.46, -0.58]],
  "orbital_gap_ev": 9.56,
  "de_lowest_ev": 1.491,
  "smiles": "NCN.CS",
  "homo_ev": -9.0,
  "energy_ha": -589.83203
}

{
  "formula": "C2H10N2S",
  "method": "ωB97M-V/def2-TZVPD",
  "species": ["H", "H", "H", "S", "H", "C", "C", "H", "H", "H", "N", "H", "H", "H", "N"],
  "xyz": [[-0.4178, -0.1173, -2.2008], [-1.2102, 0.4401, 0.5487], [1.7176, -0.5693, 0.5316], [-1.1503, 0.5226, -3.2858], [-0.6224, 1.6390, 2.4565], [0.6196, -0.7963, 0.5337], [-0.1638, 0.5417, 0.7670], [0.7495, -2.2736, -0.9868], [0.2710, 1.2648, 0.0620], [0.9954, 1.4971, 2.1979], [0.1205, 0.9758, 2.1889], [-0.6803, 1.6752, -2.8290], [-0.7841, -1.8362, -0.6786], [0.3936, -1.4772, 1.4194], [0.1616, -1.4863, -0.7246]],
  "forces_ev_per_angstrom": [[-1.00, 0.43, -1.52], [-0.52, -0.13, 0.23], [-0.98, -0.41, -0.30], [1.04, -0.99, 1.58], [0.66, -0.39, -0.03], [-1.28, -0.96, 0.68], [2.49, -0.36, 0.54], [0.00, 0.29, 0.20], [-0.40, -0.02, -0.05], [-0.24, -0.09, 0.03], [-1.15, 0.24, -1.02], [-0.02, 0.51, -0.10], [-0.11, 0.09, 0.41], [0.51, 0.97, -0.81], [1.00, 0.82, 0.16]],
  "orbital_gap_ev": 10.11,
  "de_lowest_ev": 0.658,
  "smiles": "NCCN.S",
  "homo_ev": -9.2,
  "energy_ha": -589.86264
}

{
  "formula": "C2H10N2S",
  "method": "ωB97M-V/def2-TZVPD",
  "species": ["H", "C", "N", "H", "H", "H", "H", "N", "C", "H", "H", "H", "H", "S", "H"],
  "xyz": [[0.5539, -4.0800, -0.0169], [0.9523, -3.6054, 0.8918], [-0.5786, 1.8440, 0.8215], [-1.5306, 1.6750, 1.1338], [-1.2293, 0.8161, -0.9663], [-0.7641, 2.4394, -2.4270], [-0.4717, 2.8520, 0.8851], [-0.5597, 2.6690, -1.4591], [-0.4720, 1.5104, -0.5952], [0.3271, 3.1578, -1.5513], [0.4688, -3.9846, 1.7912], [0.5274, -0.5688, 0.6668], [0.4773, 0.9276, -0.6900], [0.2693, -1.9288, 0.6125], [2.0298, -3.7237, 0.9032]],
  "forces_ev_per_angstrom": [[-0.12, 0.10, 0.33], [1.24, 0.28, -0.43], [-0.66, -0.36, -0.27], [0.04, 0.06, 0.05], [-0.30, 0.01, 0.55], [-0.39, -0.27, 0.21], [0.27, -0.02, 0.27], [0.68, 0.17, -0.40], [0.33, -0.44, -0.64], [-0.01, 0.07, 0.46], [-0.12, 0.19, 0.06], [1.69, -0.29, 0.71], [0.10, 0.36, -0.33], [-2.84, -0.14, -0.82], [0.10, 0.29, 0.25]],
  "orbital_gap_ev": [7.46, 4.15],
  "de_lowest_ev": 2.115,
  "homo_ev": [-13.1, -13.0],
  "total_charge": 1,
  "multiplicity": 2,
  "energy_ha": -589.48735
}

{
  "formula": "C2H10N2S2",
  "method": "ωB97M-V/def2-TZVPD",
  "species": ["H", "H", "S", "H", "S", "H", "H", "H", "N", "H", "H", "H", "N", "C", "C", "H"],
  "xyz": [[-0.2378, 1.9317, -2.2765], [-0.6738, 0.3704, 0.1610], [-1.0112, -3.3615, -0.0733], [1.7262, -1.1773, 1.8769], [0.1579, -3.0669, 1.5545], [0.5714, 2.8942, -0.3079], [-1.8840, 1.4896, -0.4330], [-1.9285, -2.3413, 0.1268], [-0.4749, 1.1965, -1.6922], [2.4506, -2.1424, 0.6764], [1.0652, -1.1674, 0.3460], [0.1933, 0.4927, -1.9432], [0.0351, 2.3557, 0.3760], [-0.8005, 1.3555, -0.3123], [1.3933, -1.8512, 1.0515], [-0.5823, 3.0217, 0.8694]],
  "forces_ev_per_angstrom": [[-0.06, 2.29, -0.63], [-0.02, 0.27, -0.05], [-0.66, 0.75, -0.19], [-0.86, -0.71, 0.08], [0.63, 0.18, 0.36], [-0.34, -0.27, 0.24], [0.03, 0.90, 1.41], [0.63, -0.70, -0.14], [0.60, -2.55, -0.66], [-1.92, -0.63, 0.35], [-1.18, 1.06, -1.53], [0.23, -0.52, 0.46], [-1.14, 0.65, 0.35], [0.01, -0.37, -0.82], [3.38, 0.08, 1.06], [0.67, -0.43, -0.28]],
  "orbital_gap_ev": 9.63,
  "de_lowest_ev": 1.118,
  "smiles": "CSS.NCN",
  "homo_ev": -8.9,
  "energy_ha": -988.03385
}

{
  "formula": "C2H10N3",
  "method": "ωB97M-V/def2-TZVPD",
  "species": ["H", "H", "N", "H", "N", "C", "N", "H", "C", "H", "H", "H", "H", "H", "H"],
  "xyz": [[1.9946, 0.1008, -0.8188], [0.3553, -0.8309, 1.4077], [2.4436, 0.7383, 1.0828], [3.4081, 0.9037, 0.8947], [-1.4669, -0.4359, -1.1224], [-2.6941, 0.1549, -0.5059], [0.6078, -0.6106, 0.4403], [-3.4539, 0.4386, -1.2269], [1.6534, 0.1101, 0.2183], [-2.3610, 1.0518, 0.0144], [2.1170, 1.1972, 1.9184], [-1.6162, -1.3680, -1.4907], [-3.0627, -0.5838, 0.2014], [-1.1364, 0.2009, -1.8452], [-0.5450, -0.6091, -0.2395]],
  "forces_ev_per_angstrom": [[0.05, 0.25, 0.08], [0.52, 0.54, -0.01], [-0.21, 0.32, 0.65], [0.35, 0.26, -0.58], [-0.18, 0.20, 0.88], [0.60, -0.23, 0.17], [-1.32, 0.05, 1.02], [0.00, -0.22, -0.13], [0.38, -0.85, -0.65], [-0.20, -0.05, 0.14], [-0.26, -0.57, 0.22], [-0.23, 0.09, -0.42], [-0.27, 0.23, 0.04], [0.18, -0.43, -0.06], [0.58, 0.43, -1.34]],
  "orbital_gap_ev": 11.54,
  "de_lowest_ev": 0.940,
  "homo_ev": -14.4,
  "total_charge": 1,
  "energy_ha": -246.22409
}